# 1
Entry from the OMol25 dataset: a 6-piece molecular cluster, C41H84F10NO19PS6 overall in a non-equilibrium geometry (ωB97M-V with the def2-TZVPD basis set).

For the HOMO-LUMO gap, the calculation gives 9.47 eV. Its SMILES is CCCCCCCCCP(CCC(N)=O)(CCC(F)=C(F)F)(OC[C@H](C)CC(C)C)S(=O)(=O)C(F)(F)C(F)(F)C(F)(F)F.CCOS(C)(=O)=O.CCOS(C)(=O)=O.CCOS(C)(=O)=O.CCOS(C)(=O)=O.CCOS(C)(=O)=O. As for the total energy: -185743.2586 eV.

```
162
Properties=species:S:1:pos:R:3:forces:R:3:mulliken_charge:R:1
S 6.3931 7.0485 -0.5032 -0.2 0.3 0.0 1.318
S -0.5839 1.4180 1.6393 -0.8 -1.0 1.0 0.658
S 2.5104 -8.3413 3.5460 0.1 -0.1 0.1 1.152
S -5.7617 8.7538 -4.0186 0.0 -0.2 -0.1 1.264
S -3.1862 -5.1009 4.9518 -0.1 0.1 0.1 1.166
S -3.9133 -3.1654 -3.8934 -0.3 0.1 0.1 1.218
P 0.0027 1.2981 -0.6551 1.2 0.0 -2.1 0.903
F -0.5883 5.4188 1.5002 0.1 0.0 -0.1 -0.224
F -1.4858 5.9434 3.3905 0.0 0.1 0.1 -0.287
F 0.5208 4.5786 3.9930 0.1 0.1 -0.1 -0.318
F -2.4232 4.4657 2.1489 0.0 -0.1 -0.2 -0.202
F -3.3370 4.6868 -0.7765 0.5 0.0 1.0 -0.372
F -4.0914 1.3865 -1.5542 0.6 -0.4 0.4 -0.167
F 1.1977 3.4515 1.5771 -0.2 0.1 -0.2 -0.221
F -4.6271 2.4443 0.2662 -0.6 0.4 -0.4 -0.247
F -1.1696 3.2394 4.2090 -0.2 -0.1 -0.1 -0.253
F 1.2320 2.2465 3.3651 -0.1 -0.1 0.1 -0.312
O 0.5421 1.1801 -2.2776 -0.5 0.3 0.1 -0.449
O 5.7983 6.2806 -1.5555 0.1 -0.1 0.0 -0.536
O -2.8922 -4.8494 3.5736 0.1 -0.1 0.0 -0.474
O 7.1166 8.3161 -1.1272 0.0 0.0 0.0 -0.288
O 3.0146 -8.6348 5.0219 0.0 0.0 0.0 -0.344
O -3.0402 -3.8076 -2.9603 0.2 0.0 -0.1 -0.560
O -3.5191 -3.0164 -5.2617 0.1 -0.1 0.0 -0.698
O -5.3365 -3.8675 -3.8426 0.0 0.1 0.0 -0.290
O -1.9906 1.7238 1.8567 0.1 0.7 -0.3 -0.693
O -4.6172 -5.7854 5.0495 0.0 0.0 0.0 -0.337
O -0.1213 0.2426 2.3614 0.5 0.1 -0.2 -0.655
O -2.2541 -5.8295 5.7562 0.1 0.0 -0.1 -0.623
O -5.9122 7.1886 -3.7980 0.0 0.0 -0.1 -0.288
O 3.3963 -1.6209 -1.4824 0.0 0.4 -0.2 -0.591
O 7.2725 6.4210 0.4350 0.0 -0.1 -0.1 -0.708
O -4.4238 9.1390 -3.6840 0.0 0.1 0.1 -0.642
O -6.8679 9.4293 -3.4146 0.0 0.1 0.0 -0.620
O 1.4980 -9.2869 3.1902 0.0 0.1 -0.1 -0.643
O 2.2463 -6.9393 3.4274 -0.1 0.0 -0.1 -0.416
N 1.2360 -1.8388 -2.2503 0.4 -0.1 -0.1 -0.200
C -3.8700 2.4591 -0.8013 0.1 0.1 -0.1 0.108
C 0.9756 -8.9904 6.3620 0.0 -0.1 -0.2 -0.914
C 1.5484 -4.3749 1.5100 0.0 0.3 0.5 -0.152
C 4.8430 3.1059 -0.9033 -0.1 0.0 -0.9 -0.865
C 8.3903 7.4883 -3.0659 -0.2 -0.1 0.0 -0.911
C -3.0112 3.4208 -1.1351 -0.4 -0.2 -0.5 0.226
C -4.4062 -1.6080 -3.2422 0.0 0.0 0.0 -0.850
C 1.0754 2.2382 -3.0437 0.6 0.2 -0.6 -2.158
C -0.5312 3.0537 -0.8227 -1.0 0.2 1.0 0.292
C -4.2213 -8.2038 4.8014 0.2 0.1 0.1 -0.897
C 0.4054 2.8248 2.4820 0.0 -0.1 0.3 0.701
C -1.9894 -0.8547 -0.0112 -0.4 -0.8 -0.4 -1.226
C -4.8474 -6.9519 4.2242 -0.1 -0.3 -0.2 -0.267
C 1.7456 -0.8592 0.0198 0.0 0.1 0.3 1.427
C -1.2534 4.9336 2.5521 -0.2 0.0 0.3 0.704
C 5.9700 1.5387 -2.5349 0.2 0.3 0.0 -1.751
C -5.5087 6.6548 -2.5133 0.1 -0.2 0.4 -0.235
C -1.6401 -2.3546 -0.1944 -0.3 0.5 0.6 0.688
C -1.2631 0.0423 -1.0270 -0.3 -0.3 0.4 -2.009
C -1.6133 -3.0754 1.1556 0.4 -0.5 -0.9 -1.157
C -0.4098 3.8630 3.3076 0.5 0.4 0.0 0.452
C 2.1954 -8.1315 6.1077 -0.2 0.1 0.3 -0.235
C 2.4213 4.3928 -3.0014 0.0 0.0 0.1 -1.871
C -5.9660 8.7522 -5.7650 0.0 0.0 -0.1 -0.931
C -0.9787 -4.4835 1.0235 -0.1 0.4 0.7 -1.363
C -5.4942 -5.1066 -4.5747 -0.1 -0.4 -0.2 -0.408
C -4.9030 -6.2914 -3.8408 0.1 0.1 0.1 -0.956
C 3.5678 2.1472 -2.9279 -0.2 0.3 0.1 -1.972
C -3.5975 -3.5941 5.7573 0.0 0.0 0.0 -1.041
C 2.3297 2.9464 -2.4834 0.1 -0.4 -0.4 3.797
C 4.0022 -8.7447 2.7079 0.1 0.0 0.0 -1.071
C 8.4361 8.1189 -1.6904 0.4 0.0 -0.2 -0.386
C 0.1448 -4.6712 2.0558 0.1 -0.7 -0.4 -1.021
C -1.6962 3.2976 -1.8243 0.2 0.2 -0.7 -1.087
C 2.2147 -1.4770 -1.2773 0.2 -0.3 0.1 -0.636
C 3.8729 -3.4337 1.9773 -0.2 -0.2 0.0 -1.405
C 1.6430 0.6908 -0.0605 0.1 -0.5 0.5 -0.999
C 5.1274 7.9150 0.3562 0.0 0.0 0.0 -0.999
C -6.5485 6.8854 -1.4378 -0.1 0.2 -0.1 -1.081
C 4.9105 2.6370 -2.3656 0.1 -0.5 -0.2 0.941
C 2.4544 -3.6936 2.5281 0.5 0.4 0.0 -0.426
H 1.5837 4.6354 -3.6585 0.0 0.1 0.0 0.404
H 4.4816 7.1644 0.8069 0.0 0.0 0.0 0.344
H 5.8245 0.9702 -3.4542 0.0 -0.1 0.0 0.392
H 0.2959 3.7396 -0.9797 0.2 -0.3 -0.3 0.600
H 1.3806 1.7895 -3.9955 -0.1 -0.1 0.0 0.599
H 3.5984 2.2525 -4.0182 0.1 -0.2 0.0 0.509
H -0.5876 -4.5912 0.0086 0.0 -0.2 0.0 0.619
H -5.2780 -6.3346 -2.8185 -0.1 0.0 0.0 0.263
H 1.7237 -1.8188 -3.1436 0.0 -0.1 0.0 0.341
H 4.6469 -3.7942 2.6545 0.0 0.0 0.0 0.326
H 0.4742 -8.6539 7.2696 0.0 0.0 0.0 0.397
H 4.2713 -9.7693 2.9494 0.0 0.0 0.0 0.394
H 0.1336 -5.7124 2.3817 0.1 0.0 0.2 0.255
H 9.0400 7.5317 -0.9977 -0.1 0.0 0.1 0.335
H 9.3884 7.4921 -3.5045 0.0 0.0 0.0 0.386
H -5.1092 -1.1469 -3.9301 0.0 0.0 0.0 0.533
H 4.7770 -8.0496 3.0185 0.0 0.0 0.0 0.301
H -3.1338 -8.1523 4.7726 0.0 0.0 0.0 0.191
H -3.0603 -0.7910 -0.2185 0.0 0.3 0.1 0.777
H -1.7199 -5.2642 1.1871 -0.1 0.1 -0.2 0.535
H 4.1056 2.5094 -0.3653 0.2 -0.1 0.3 -0.117
H 8.0392 6.4585 -3.0188 0.0 0.0 0.0 0.236
H 5.5853 8.5348 1.1217 0.0 0.0 0.0 0.364
H -5.9302 -7.0493 4.1784 0.0 0.1 0.1 0.297
H 8.8680 9.1162 -1.7390 -0.1 0.1 0.1 0.287
H 2.0244 -2.7282 2.8127 -0.2 -0.1 0.1 0.297
H 3.8021 -8.6449 1.6433 0.0 0.0 0.0 0.376
H -2.6803 -3.0128 5.8240 0.0 0.0 0.0 0.386
H -3.8171 -6.2269 -3.7923 0.0 0.0 0.0 0.273
H 7.7132 8.0401 -3.7178 0.1 0.0 0.0 0.262
H -5.9457 9.7913 -6.0856 0.0 0.0 0.0 0.370
H -5.3685 5.5891 -2.6823 0.0 0.0 -0.2 0.132
H 2.5441 -1.0477 0.7356 0.0 -0.1 0.0 0.530
H 1.8955 1.0479 0.9353 -0.1 0.2 0.0 0.955
H -7.5270 6.5389 -1.7703 0.0 -0.1 0.0 0.298
H -4.3392 -3.0696 5.1617 0.0 0.0 0.0 0.317
H 2.2896 2.9301 -1.3949 -0.1 0.2 0.0 -0.800
H -0.6617 -2.4766 -0.6571 0.0 0.1 -0.1 -0.618
H -1.7158 2.5709 -2.6362 -0.1 -0.1 0.1 0.679
H -3.5058 -1.0033 -3.1521 0.0 0.0 0.0 0.096
H -0.9756 -2.4825 1.8158 -0.2 0.1 0.2 0.419
H 5.8330 2.9988 -0.4656 -0.1 0.1 0.3 0.557
H -0.0540 -4.0718 2.9455 -0.1 0.1 0.0 0.447
H -5.1468 8.1972 -6.2129 0.0 0.0 0.0 0.310
H 6.9586 1.9989 -2.5925 0.1 -0.1 0.1 0.449
H 3.3282 4.5501 -3.5838 0.0 0.0 0.0 0.494
H 0.3402 2.9883 -3.3549 -0.3 -0.1 0.5 0.157
H 4.0013 -3.9525 1.0251 0.1 0.0 0.0 0.355
H -4.4909 -6.7544 3.2125 0.1 0.1 0.0 0.240
H 2.4291 1.0050 -0.7386 -0.2 0.3 -0.1 0.114
H -4.5418 7.0722 -2.2314 0.0 0.1 -0.1 0.376
H -1.8907 -0.6247 1.0415 0.2 0.4 -0.1 0.819
H 2.0273 -5.3123 1.2201 0.0 0.0 -0.3 0.500
H -4.5399 -9.0728 4.2253 0.0 0.0 0.0 0.398
H 2.4403 5.1182 -2.1877 -0.1 0.0 0.0 0.332
H -6.6383 7.9427 -1.1930 0.0 0.0 0.0 0.312
H -5.1706 -7.2135 -4.3574 0.0 0.0 0.0 0.387
H -1.4943 4.2644 -2.2896 -0.1 0.0 -0.2 0.491
H 1.2607 -10.0362 6.4780 0.0 0.0 0.1 0.285
H 4.5422 4.1521 -0.8906 0.0 0.0 0.3 0.011
H -6.9250 8.3003 -6.0027 0.0 0.0 0.0 0.317
H -4.8567 -1.7635 -2.2651 0.0 0.0 0.0 0.342
H -5.0654 -4.9943 -5.5711 0.1 0.1 0.0 0.346
H -6.5696 -5.2242 -4.6910 0.0 0.1 0.1 0.275
H 1.5001 -3.7169 0.6331 -0.1 -0.1 -0.1 -0.054
H 4.0611 -2.3755 1.7974 0.0 0.0 0.0 0.324
H -4.5202 -8.3368 5.8410 -0.1 0.0 0.0 0.275
H -6.2651 6.3448 -0.5344 0.0 0.0 0.0 0.401
H 0.9868 -2.8172 -2.1090 -0.3 0.1 0.2 0.235
H 2.8546 -8.1317 6.9732 0.1 -0.1 -0.1 0.293
H -2.3839 -2.7960 -0.8563 0.2 -0.2 -0.1 0.290
H 2.5243 -4.2820 3.4433 -0.2 -0.1 0.0 0.592
H 0.2683 -8.9276 5.5366 0.0 0.0 0.0 0.197
H -0.9606 3.3641 0.1278 0.2 0.0 0.1 -0.272
H 5.2391 3.4619 -3.0024 -0.1 0.2 0.2 0.263
H 0.8485 -1.3150 0.4373 -0.1 0.0 -0.2 -1.306
H -1.9842 0.5624 -1.6534 0.0 0.3 0.1 0.520
H -2.6163 -3.1545 1.5726 0.0 0.2 0.2 0.660
H 1.9201 -7.0965 5.9022 0.0 0.0 -0.1 0.221
H -0.7352 -0.5898 -1.7429 0.3 0.0 0.1 0.940
H 5.9800 0.8581 -1.6821 -0.2 -0.1 -0.1 0.366
H -3.9772 -3.8216 6.7496 0.0 0.0 0.0 0.378
H 3.4213 1.0787 -2.7316 0.0 0.0 0.2 0.414
H 4.5708 8.5171 -0.3569 0.0 0.0 0.0 0.325
```
Positions in Å, forces in eV/Å.



# 2
Entry from the OMol25 dataset: C41H88O24SSi2 as an isolated structure (ωB97M-V with the def2-TZVPD basis set).

For the HOMO-LUMO gap, the calculation gives 10.85 eV. As for the total energy: -119678.2415 eV.

```
156
Properties=species:S:1:pos:R:3:forces:R:3:mulliken_charge:R:1
S -3.0939 7.7781 -0.9245 0.1 0.1 -0.1 1.012
Si -2.1421 6.9395 1.8610 -0.2 0.1 0.0 0.263
Si 0.6396 6.5737 2.6961 0.1 0.0 0.1 0.603
O -1.9732 -13.1232 -0.7320 -0.1 0.0 -0.1 -0.580
O 6.5510 -3.9781 7.9149 0.0 0.0 0.1 -0.354
O 2.6469 -4.7683 1.7459 0.0 0.0 0.0 -0.572
O -7.2823 3.6003 -3.3639 -0.1 0.0 0.0 -0.208
O -5.0906 -0.3349 -8.2154 0.0 0.0 0.0 -0.350
O -8.8591 4.6885 -2.1568 0.0 0.0 -0.1 -0.570
O -0.8374 7.3042 2.8179 0.0 -0.2 -0.2 -0.175
O -1.2915 -8.3185 -2.5830 0.0 0.0 0.0 -0.353
O -5.7884 0.6356 -6.4172 0.0 -0.1 0.0 -0.402
O -1.1298 -15.1403 -0.1501 0.0 0.0 -0.1 -0.383
O 4.4022 -4.0263 7.7127 0.0 0.0 0.0 -0.327
O 5.3318 -2.3340 8.8811 0.0 -0.1 0.1 -0.558
O 2.1707 -3.3190 3.4095 0.0 0.0 0.0 -0.322
O 0.2399 -9.9697 -2.3626 0.0 0.0 0.0 -0.623
O -0.2861 -8.5536 -0.6884 0.0 0.0 0.0 -0.322
O 7.6266 11.2099 0.4219 0.0 0.0 0.0 -0.344
O -4.2320 7.1272 -0.3291 0.0 0.0 0.0 -0.534
O 1.1041 -3.1247 1.5434 0.0 0.0 0.0 -0.337
O -8.6786 2.4384 -2.1997 0.0 0.0 -0.1 -0.291
O 8.0286 11.4067 -1.6907 0.0 0.0 0.0 -0.375
O -0.4928 -14.2497 -2.0111 -0.1 0.0 0.0 -0.363
O -2.7171 7.5084 -2.2863 -0.2 0.0 0.1 -0.638
O 6.8239 9.6297 -0.9742 0.0 0.0 0.0 -0.560
O -6.8100 1.1168 -8.3787 0.0 -0.1 0.0 -0.558
C -1.6956 7.5745 0.1238 0.1 0.0 0.1 -1.026
C 7.8786 10.9568 -3.0517 0.0 0.0 -0.1 -0.182
C -2.4884 5.1052 1.8792 -0.1 -0.1 -0.1 -0.632
C 5.7314 5.2322 1.5806 0.0 0.0 0.0 -0.553
C 5.4245 -3.3517 8.2444 0.0 0.1 -0.2 0.800
C -9.7884 2.3650 -1.2981 0.0 0.0 0.0 -0.701
C 3.9883 3.4111 1.1408 0.0 -0.1 0.0 -1.110
C -0.1079 -4.7678 0.2008 0.0 0.0 0.1 -0.997
C -1.2767 -14.0834 -0.9499 0.2 0.1 0.1 0.808
C -0.3903 -9.0400 -1.9225 0.0 0.0 0.1 0.830
C -1.9327 -15.1254 1.0450 0.0 0.0 0.1 -0.176
C 4.3393 4.8976 1.0525 0.0 0.0 0.0 -0.084
C 2.0350 -3.8275 2.1835 -0.1 -0.1 0.0 0.758
C 2.0581 1.7644 0.7941 0.1 -0.1 0.0 -0.932
C -8.0218 0.8314 -5.4453 0.0 -0.1 0.0 -1.036
C 0.8070 -3.5655 0.2031 0.0 0.0 -0.1 -0.265
C 7.7602 -3.3855 8.4308 0.1 0.0 0.0 -0.206
C 0.6287 -9.2605 0.1585 0.0 0.0 0.0 -0.694
C 0.7786 1.2160 1.4440 -0.1 0.0 -0.2 -0.903
C 6.5363 11.3528 -3.6235 0.0 0.0 0.0 -1.078
C -5.9880 0.5249 -7.7261 0.1 0.2 0.0 0.740
C -6.7324 4.8646 -3.7975 0.0 0.1 -0.1 -0.519
C -2.6121 -9.8921 -3.8858 0.0 0.0 0.1 -0.724
C 7.0329 10.4976 1.5129 0.0 0.0 0.0 -0.491
C 2.4881 3.1530 1.2645 -0.1 0.1 0.1 -0.100
C 3.1377 -3.9869 4.2261 0.1 0.0 0.0 -0.553
C -5.1777 -0.5392 -9.6286 0.0 0.0 0.0 -0.636
C -3.3535 -15.5615 0.7667 0.0 0.0 0.0 -1.073
C -2.8284 4.4287 0.5330 0.1 -0.1 0.1 -0.287
C -1.2010 2.4134 0.3213 0.0 0.1 0.0 -0.431
C 7.4344 10.6486 -0.7720 -0.1 0.0 0.0 0.787
C -0.3693 2.2214 1.5982 0.0 0.1 0.0 0.179
C -5.8288 5.4666 -2.7488 0.0 -0.1 0.1 -0.940
C 6.2227 6.5973 1.1176 0.0 0.0 0.0 -1.195
C -0.5433 -13.1698 -2.9546 0.0 0.0 0.0 -0.283
C 3.1169 -3.4537 7.9683 -0.1 0.0 0.0 -0.737
C -1.5929 -8.7756 -3.9149 0.0 0.0 -0.1 -0.268
C -2.6444 2.9029 0.5462 0.0 0.0 0.1 -1.109
C -8.3255 3.6810 -2.5411 0.1 0.0 0.1 0.717
C -6.7014 1.5122 -5.7225 0.0 0.1 0.1 0.102
C 7.9947 -3.7693 9.8739 0.0 0.0 0.0 -1.078
H -5.1321 0.4102 -10.1579 0.0 0.0 0.0 0.299
H 0.3322 -2.7023 -0.2593 0.0 0.0 0.0 0.312
H 4.5094 2.9621 1.9945 -0.1 0.0 0.0 0.371
H -1.2202 1.4599 -0.2147 -0.1 0.0 0.0 0.464
H -2.2001 4.8382 -0.2671 -0.1 0.0 0.0 0.167
H -2.8890 -10.1650 -4.9047 0.0 0.0 0.0 0.370
H 6.4287 4.4545 1.2501 0.0 0.1 0.0 0.341
H -3.5099 -9.5726 -3.3569 0.0 0.0 0.0 0.294
H 2.4168 -4.0344 7.3752 0.0 0.0 0.0 0.214
H 2.1812 3.2903 2.3096 0.1 0.1 0.0 0.372
H 0.2418 -10.2540 0.3802 0.0 0.0 0.0 0.270
H 2.8606 -3.5264 9.0240 0.1 0.0 0.0 0.339
H 6.4124 6.6057 0.0426 0.0 0.0 0.0 0.315
H -5.0435 4.7633 -2.4685 0.0 0.0 0.0 0.227
H 8.0248 9.8780 -3.0856 0.0 0.0 0.0 0.309
H -6.1800 4.6139 -4.7016 0.0 0.0 0.0 0.347
H 8.9600 -3.3837 10.2034 0.0 0.0 0.0 0.352
H -6.3876 5.7360 -1.8540 0.0 0.0 0.0 0.352
H 6.3888 12.4296 -3.5382 0.0 0.0 0.0 0.293
H -1.6437 4.5841 2.3403 0.1 0.1 0.0 0.269
H 5.4792 7.3736 1.3186 0.0 0.0 0.0 0.287
H -10.6396 2.9158 -1.6924 0.0 0.0 0.0 0.309
H 7.1484 6.8818 1.6224 0.0 0.0 0.0 0.388
H 1.6033 -9.3449 -0.3168 0.0 0.0 0.0 0.350
H -1.5140 -13.1554 -3.4497 0.0 0.0 0.0 0.270
H 0.2406 -13.3723 -3.6779 0.0 0.0 0.0 0.266
H -0.6687 -9.0834 -4.4017 0.0 0.0 0.0 0.319
H -3.3637 -16.5410 0.2880 0.0 0.0 0.0 0.292
H -6.8357 2.4210 -6.3086 0.0 0.0 0.0 0.256
H -3.8578 -14.8456 0.1196 0.0 0.0 0.0 0.305
H 7.7037 -2.3047 8.3083 0.0 0.0 0.0 0.320
H -1.0170 -4.5588 0.7653 0.0 0.0 0.0 0.303
H -1.9005 -14.1279 1.4817 0.0 0.0 0.0 0.301
H -3.2791 7.7409 2.3449 0.1 0.0 0.0 -0.218
H -3.3114 9.1120 -0.8282 0.0 0.0 0.0 0.118
H -3.3262 4.9667 2.5720 0.1 -0.1 0.0 0.425
H -3.8558 4.6776 0.2639 0.1 0.0 0.0 0.341
H 4.0990 -4.0444 3.7204 0.0 0.0 0.0 0.317
H 8.6952 11.4421 -3.5821 0.0 0.0 0.0 0.294
H -1.2040 8.5480 0.2082 0.0 0.0 -0.1 0.597
H 4.2796 5.2174 0.0058 -0.1 0.0 0.0 0.343
H -8.5477 0.6100 -6.3733 0.0 0.0 0.0 0.356
H 5.9467 10.5364 1.4443 0.0 0.0 0.0 0.285
H 7.3732 11.0058 2.4095 0.0 0.0 0.0 0.245
H 0.6980 -8.6686 1.0658 0.0 0.0 0.0 0.237
H -0.3621 -12.2180 -2.4636 0.0 0.0 0.0 0.015
H -9.5146 2.7729 -0.3264 0.0 0.0 0.0 0.297
H -2.2117 -10.7734 -3.3849 0.0 0.0 0.0 -0.024
H 0.3875 -5.6319 0.6408 0.0 0.0 0.0 0.222
H 3.2255 -3.3868 5.1258 0.0 0.0 0.0 0.099
H 1.9419 1.7698 -0.2949 0.0 0.1 0.0 0.341
H -1.9836 -7.8947 -4.4205 0.0 0.0 0.0 0.300
H 6.4923 11.0810 -4.6787 0.0 0.0 0.0 0.352
H 0.8029 6.0696 1.3097 0.0 0.0 0.0 -0.153
H -1.0250 6.9092 -0.4264 0.0 0.0 0.1 0.446
H 1.7422 -3.7736 -0.3155 0.0 0.0 0.0 0.347
H 0.7335 5.4319 3.6276 0.0 0.0 0.0 -0.145
H -3.9076 -15.6295 1.7036 0.0 0.0 0.0 0.350
H 0.0322 3.1883 1.9141 0.0 0.0 0.1 -0.443
H 5.7277 10.8419 -3.1029 0.0 0.0 0.0 0.305
H 0.4085 0.3975 0.8164 0.1 -0.1 0.2 0.166
H -1.0299 1.8890 2.4056 0.0 -0.1 -0.1 0.564
H -5.3503 6.3667 -3.1343 0.0 0.0 0.0 0.381
H 7.3550 9.4585 1.5136 0.0 0.0 0.0 0.161
H -3.0036 2.5156 1.5074 -0.1 0.0 -0.1 0.416
H -6.1065 -1.0475 -9.8828 0.0 0.0 0.0 0.290
H 8.5425 -3.7755 7.7832 0.0 0.0 0.0 0.289
H 4.3670 2.8963 0.2506 0.0 0.0 0.0 0.390
H 3.5910 5.4872 1.5983 0.1 0.0 0.0 -0.087
H -8.6442 1.4835 -4.8330 0.0 0.0 0.0 0.208
H 5.7246 5.1946 2.6750 0.0 -0.1 0.0 0.344
H 1.9616 3.9243 0.6916 -0.1 -0.1 0.0 0.184
H 8.0011 -4.8540 9.9832 0.0 0.0 0.0 0.293
H -7.8597 -0.0983 -4.8987 0.0 0.0 0.0 0.304
H -7.5525 5.5319 -4.0595 0.0 0.0 0.0 0.370
H -0.6966 3.1286 -0.3408 0.0 -0.1 -0.1 0.175
H 3.0931 -2.4081 7.6666 0.0 0.0 0.0 0.344
H -3.2915 2.4636 -0.2162 0.0 0.1 -0.1 0.340
H 2.8794 1.0693 1.0000 -0.1 -0.1 0.0 0.466
H 7.2206 -3.3527 10.5165 0.0 0.0 0.0 0.309
H -1.4278 -15.8209 1.7124 0.0 0.0 0.0 0.290
H -6.1897 1.7610 -4.7967 0.0 0.0 0.0 0.201
H -4.3251 -1.1607 -9.8845 0.0 0.0 0.0 0.217
H 1.6900 7.5665 2.9831 0.0 0.0 0.0 -0.220
H 1.0232 0.7630 2.4084 0.0 0.2 0.0 0.303
H -0.3883 -5.0224 -0.8216 0.0 0.0 0.0 0.363
H 2.7997 -4.9922 4.4735 0.0 0.0 0.0 0.324
H -10.0221 1.3084 -1.2125 0.0 0.0 0.0 0.224
```
Positions in Å, forces in eV/Å.